# C19H51O5P

A cluster of 6 separate species, C19H51O5P in total (ωB97M-V/def2-TZVPD, OMol25).

Properties
Frontier orbital gap in eV: 9.72
SMILES string: CC(C)CP.CC(C)O.CC(C)O.CC(C)O.CC(C)O.CC(C)O
E_HOMO in eV: -9.1

Each line ends with the Löwdin charge.
Atoms and positions in Å:
C1 -4.86080 -1.86333 -0.40968  -0.104
C2 -4.75839 -3.37685 -0.57874  -0.500
C3 -4.60260 -4.08984 0.77939  -0.099
C4 -5.92411 -3.93227 -1.40786  -0.472
P1 -7.55688 -4.13211 -0.49789  0.775
H1 -5.82922 -1.57778 0.01016  0.065
H2 -4.75543 -1.35096 -1.36958  0.069
H3 -4.07962 -1.48923 0.25696  0.075
H4 -3.85155 -3.57995 -1.15909  0.118
H5 -5.20395 -5.00180 0.83775  0.056
H6 -3.56472 -4.37954 0.95039  0.074
H7 -4.90432 -3.45040 1.61172  0.073
H8 -5.65752 -4.92179 -1.78875  0.060
H9 -6.09125 -3.29326 -2.27749  0.063
H10 -8.31748 -3.20360 -1.25148  -0.126
H11 -7.32693 -3.17152 0.51918  -0.118
C5 -0.41663 -0.60833 -2.23401  -0.041
C6 -1.71724 -0.52316 -1.45522  -0.481
C7 -2.54854 0.67766 -1.88754  -0.050
O1 -1.45102 -0.44997 -0.05503  -0.068
H12 0.16269 0.30214 -2.06473  0.055
H13 0.19636 -1.44377 -1.90093  0.079
H14 -0.59707 -0.70308 -3.30717  0.085
H15 -2.29368 -1.44210 -1.58052  0.120
H16 -1.96069 1.58257 -1.70541  0.060
H17 -3.46613 0.75838 -1.30483  0.071
H18 -2.80135 0.66808 -2.94900  0.084
H19 -0.90215 0.33889 0.08312  0.040
C8 3.91656 0.31944 0.38198  -0.049
C9 2.54534 -0.22242 0.02015  -0.495
C10 1.82359 -0.80415 1.22488  -0.042
O2 2.63937 -1.18413 -1.03364  -0.059
H20 4.54576 -0.48101 0.77901  0.071
H21 4.40424 0.76119 -0.48741  0.075
H22 3.83525 1.08324 1.15910  0.076
H23 1.93668 0.57730 -0.40759  0.098
H24 2.41583 -1.61281 1.66331  0.078
H25 0.84350 -1.18437 0.93756  0.068
H26 1.69054 -0.04252 1.99800  0.071
H27 3.16517 -1.92852 -0.71904  0.090
C11 5.86783 0.20627 4.72118  -0.059
C12 4.56357 -0.40506 4.23952  -0.508
C13 3.73979 -0.98798 5.37470  -0.058
O3 4.79917 -1.38078 3.22543  -0.067
H28 6.48430 -0.55505 5.20818  0.082
H29 6.42781 0.62053 3.88341  0.079
H30 5.68341 1.00015 5.44654  0.080
H31 3.97540 0.36104 3.72694  0.126
H32 4.29986 -1.78093 5.87915  0.082
H33 2.81001 -1.40970 4.99396  0.078
H34 3.50078 -0.22479 6.11688  0.080
H35 5.31111 -2.10261 3.60817  0.090
C14 0.40174 2.73446 -4.79857  -0.056
C15 1.56478 1.76870 -4.63788  -0.502
C16 2.30612 1.97819 -3.33056  -0.054
O4 2.44960 1.83999 -5.75516  -0.049
H36 0.76292 3.76745 -4.79027  0.081
H37 -0.11835 2.55709 -5.73949  0.080
H38 -0.31112 2.62191 -3.97869  0.067
H39 1.18389 0.74541 -4.66909  0.130
H40 2.74770 2.97938 -3.29125  0.084
H41 3.10125 1.24212 -3.21465  0.085
H42 1.62827 1.88500 -2.48126  0.051
H43 2.83828 2.72191 -5.77263  0.085
C17 -1.42983 2.59466 1.96126  -0.046
C18 -0.02188 2.79315 1.42710  -0.478
C19 0.36505 4.25697 1.32971  -0.053
O5 0.13959 2.14702 0.15324  -0.083
H44 -2.15483 3.08198 1.30232  0.087
H45 -1.68145 1.53608 2.02149  0.078
H46 -1.53181 3.03474 2.95410  0.083
H47 0.69005 2.27225 2.07204  0.132
H48 -0.31901 4.78398 0.65791  0.084
H49 1.37904 4.36226 0.94491  0.081
H50 0.30882 4.73841 2.30667  0.083
H51 -0.44346 2.59149 -0.47534  0.081

***

# C19H52Cl10O16P2

A cluster of 11 separate species, C19H52Cl10O16P2 in total (ωB97M-V/def2-TZVPD, OMol25).

Properties
Frontier orbital gap in eV: 10.16
SMILES string: COP(=O)(OC)OC.COP(=O)(OC)OC.ClCCl.ClCCl.ClCCl.ClCCl.ClCCl.OCCO.OCCO.OCCO.OCCO
E_HOMO in eV: -9.8

Each line ends with the Löwdin charge.
Atoms and positions in Å:
C1 11.02948 22.63885 21.51732  -0.120
O1 9.98796 23.11501 20.67589  -0.208
P1 9.09294 22.14134 19.78567  0.414
O2 9.47687 20.72425 19.78115  -0.207
O3 7.66036 22.44246 20.40670  -0.202
C2 6.61274 21.48063 20.38395  -0.084
O4 9.06829 22.83689 18.35813  -0.223
C3 8.48131 24.12544 18.16568  -0.073
H1 10.93300 23.17689 22.46299  0.094
H2 12.02037 22.76768 21.08267  0.059
H3 10.86867 21.58150 21.74430  0.064
H4 5.99745 21.59563 21.27798  0.090
H5 6.99735 20.46269 20.46034  0.077
H6 5.96637 21.59333 19.51561  0.084
H7 9.02818 24.84221 18.78321  0.092
H8 7.45543 24.12300 18.53499  0.088
H9 8.49534 24.47342 17.13808  0.093
C4 17.72539 19.25093 22.29832  -0.123
O5 16.76801 18.35916 21.75489  -0.257
P2 16.59161 18.11326 20.18516  0.392
O6 17.18094 19.13538 19.31734  -0.219
O7 15.04838 17.83619 19.90264  -0.245
C5 14.28540 16.97142 20.72638  -0.120
O8 17.29387 16.67583 20.06798  -0.224
C6 18.62315 16.47775 20.48940  -0.101
H10 18.54497 19.43183 21.60116  0.090
H11 18.24199 18.74301 23.11867  0.091
H12 17.33100 20.17237 22.71980  0.071
H13 13.23821 17.27813 20.75372  0.079
H14 14.65873 16.97144 21.75188  0.081
H15 14.20739 15.92902 20.40462  0.087
H16 18.79451 16.98913 21.44164  0.074
H17 19.40214 16.76655 19.78583  0.098
H18 18.77670 15.43221 20.75873  0.093
C7 13.59282 19.59227 17.85965  -0.201
C8 12.37970 20.11983 18.61300  -0.203
O9 11.23623 20.12575 17.74276  -0.128
O10 13.99147 20.47064 16.80826  -0.134
H19 13.34700 18.62494 17.41117  0.085
H20 14.43376 19.48395 18.53941  0.092
H21 12.46806 21.15287 18.96999  0.099
H22 12.11492 19.48951 19.46956  0.102
H23 10.43087 20.29735 18.26989  0.031
H24 13.38320 20.28506 16.06953  0.028
C9 15.85548 20.64272 14.08046  -0.181
C10 15.59248 22.04540 13.60216  -0.300
O11 16.37240 22.42148 12.46933  -0.055
O12 15.22217 19.68732 13.18660  -0.100
H25 15.34942 20.49240 15.03101  0.095
H26 16.93194 20.47959 14.13261  0.133
H27 15.79285 22.74166 14.43252  0.052
H28 14.52694 22.24214 13.42412  0.067
H29 16.13256 23.33749 12.30310  0.086
H30 15.65655 19.78168 12.33114  0.100
C11 7.50171 20.01461 16.94460  -0.197
C12 7.88614 18.79779 17.81891  -0.227
O13 7.58497 17.55374 17.19722  -0.085
O14 6.12868 20.36175 17.16078  -0.079
H31 7.56642 19.69929 15.90158  0.121
H32 8.15638 20.86045 17.12378  0.090
H33 7.42002 18.73457 18.80843  0.113
H34 8.94569 18.81941 18.07343  0.085
H35 6.64552 17.41887 17.05929  0.079
H36 5.56135 19.71600 16.73593  0.077
C13 10.55779 20.13138 14.13569  -0.229
C14 12.00362 20.18199 13.65446  -0.228
O15 12.79610 19.46694 14.58250  -0.104
O16 10.40672 20.91536 15.30193  -0.091
H37 10.29561 19.08398 14.32866  0.115
H38 9.85486 20.49356 13.38594  0.121
H39 12.29540 21.23534 13.62269  0.082
H40 12.06273 19.80142 12.63110  0.127
H41 13.67287 19.34884 14.17052  0.045
H42 10.96166 20.48648 15.99015  0.043
C15 15.68653 16.55087 16.65856  -1.082
Cl1 17.24507 15.73452 16.64308  0.535
Cl2 14.97538 16.69072 15.07598  0.589
H43 15.05742 15.98034 17.32963  -0.028
H44 15.85567 17.55427 17.03988  0.013
C16 11.97886 23.50228 16.67169  -0.951
Cl3 12.67427 24.19613 18.13666  0.559
Cl4 13.22312 23.18376 15.40882  0.627
H45 11.44002 22.57918 16.84256  -0.004
H46 11.28758 24.25018 16.29973  0.023
C17 14.28734 20.74644 23.43232  -1.004
Cl5 13.59224 20.36034 21.85325  0.602
Cl6 14.82961 19.35217 24.33733  0.567
H47 15.14026 21.40912 23.32996  0.025
H48 13.49182 21.25455 23.96714  0.024
C18 11.34366 16.89080 16.56237  -1.029
Cl7 10.23882 15.81055 15.70239  0.538
Cl8 12.42780 16.02089 17.63954  0.580
H49 11.93314 17.39453 15.79888  -0.007
H50 10.82774 17.67015 17.11569  0.010
C19 16.13971 22.30581 17.99512  -1.011
Cl9 16.91606 23.45506 16.88652  0.527
Cl10 16.36380 22.81045 19.68864  0.482
H51 15.07844 22.28154 17.78208  -0.028
H52 16.62391 21.34242 17.89258  0.012

***

# C19H54AgN3O7

A structure of composition C19H54AgN3O7 (ωB97M-V/def2-TZVPD, OMol25).

Properties
Frontier orbital gap (alpha / beta) in eV: 7.74 / 3.11
Charge: +2
Spin multiplicity: 3
E_HOMO (alpha / beta) in eV: -13.5 / -13.5

Each line ends with the Löwdin charge.
Atoms and positions in Å:
Ag1 -0.94768 2.19771 -3.59280  0.811
C1 -0.68879 0.31768 -0.55388  -0.117
O1 -1.27128 1.27256 -1.42622  -0.096
H1 -1.11278 -0.67436 -0.70938  0.113
H2 0.37808 0.19908 -0.74315  0.068
H3 -0.80702 0.41106 0.52566  0.083
C2 4.29025 2.08341 2.83329  -0.051
C3 3.58037 1.46408 1.63186  -0.428
C4 2.48481 0.54908 2.25527  -0.190
O2 2.98965 -0.41627 3.18123  -0.198
C5 1.94602 -1.15918 3.67909  -0.114
N1 3.03277 2.48541 0.75109  0.053
H4 5.08087 2.78556 2.56870  0.086
H5 4.85312 1.36586 3.43027  0.080
H6 3.59184 2.59624 3.49461  0.095
H7 4.28319 0.88205 1.03571  0.123
H8 2.00159 0.04311 1.41946  0.086
H9 1.74652 1.19597 2.72914  0.140
H10 1.37838 -0.63192 4.44582  0.115
H11 2.42358 -2.01431 4.15741  0.103
H12 1.27247 -1.50946 2.89695  0.068
H13 3.72087 2.94431 0.17141  0.089
H14 2.34113 2.09293 0.12845  0.051
C6 4.79327 -4.10682 0.17944  -0.005
C7 4.16948 -2.68593 0.35776  -0.306
C8 2.67626 -2.63961 0.02480  -0.168
O3 2.55497 -3.17551 -1.28141  -0.156
C9 1.20695 -3.22998 -1.74670  -0.061
N2 4.53963 -2.34302 1.72186  0.368
H15 4.72353 -4.31699 -0.88783  0.096
H16 4.12946 -4.84509 0.62934  0.097
H17 5.81732 -4.27770 0.51145  0.100
H18 4.72457 -2.07997 -0.35832  0.164
H19 2.38066 -1.59181 0.07810  0.111
H20 2.07988 -3.20387 0.74176  0.134
H21 1.25215 -3.68360 -2.73679  0.103
H22 0.75795 -2.25806 -1.95127  0.059
H23 0.61803 -3.87478 -1.09439  0.099
H24 4.07482 -2.95696 2.37542  0.150
H25 4.21929 -1.43560 2.02856  0.104
C10 -4.69530 0.61142 -5.06532  -0.045
C11 -3.32481 0.76364 -4.39484  -0.394
C12 -2.23844 -0.18199 -4.89244  -0.180
O4 -0.97313 0.16976 -4.38877  -0.311
C13 0.09620 -0.73371 -4.58984  -0.063
N3 -2.96032 2.17948 -4.68698  -0.011
H26 -5.44958 1.30077 -4.68591  0.096
H27 -5.03007 -0.41212 -4.89676  0.088
H28 -4.73878 0.62637 -6.15435  0.095
H29 -3.38011 0.71239 -3.30745  0.131
H30 -2.28153 -0.19365 -5.98153  0.145
H31 -2.46537 -1.19070 -4.54733  0.144
H32 0.07910 -1.04542 -5.63418  0.104
H33 0.05032 -1.65444 -4.00826  0.077
H34 1.05380 -0.21976 -4.50637  0.102
H35 -3.66454 2.82835 -4.36584  0.094
H36 -3.13240 2.31622 -5.67277  0.094
C14 -1.02192 -3.30284 2.40209  -0.086
C15 -1.89259 -2.05532 2.75858  -0.339
O5 -2.36125 -2.23269 4.05320  -0.039
H37 -1.74951 -4.11439 2.41208  0.080
H38 -0.21841 -3.58118 3.08400  0.069
H39 -0.74416 -3.36417 1.34986  0.045
H40 -2.70007 -1.94645 2.03454  0.115
H41 -1.23110 -1.19289 2.67641  0.072
H42 -1.61856 -2.33618 4.65262  0.092
C16 -1.17134 5.36000 1.41478  -0.061
C17 -0.86357 3.96762 0.88905  -0.292
O6 -2.07194 3.51563 0.24138  -0.095
H43 -0.22934 5.75013 1.80018  0.082
H44 -1.89699 5.36714 2.22810  0.086
H45 -1.52518 6.04875 0.64764  0.085
H46 -0.39628 3.34326 1.65057  0.108
H47 -0.08633 4.02035 0.12667  0.100
H48 -1.84298 2.71880 -0.24259  0.020
C18 -4.38527 1.03315 1.01876  -0.091
C19 -3.54832 1.24077 2.23329  -0.301
O7 -3.36267 2.67008 2.35820  -0.081
H49 -5.31757 1.59519 1.07390  0.091
H50 -4.66018 -0.01964 0.95419  0.074
H51 -3.84921 1.41001 0.14771  0.053
H52 -2.61751 0.67728 2.16866  0.073
H53 -4.10113 0.90782 3.11173  0.122
H54 -2.76761 2.86794 1.63132  -0.008

***

Across the entries above, strongest force on any atom takes the values 0.217; 1.715; 3.950 eV Å⁻¹, respectively.